1.
{
  "formula": "C12H16N2O7",
  "method": "the ωB97M-V functional and the def2-TZVPD basis",
  "total_energy_ev": -30005.7703,
  "lumo_energy_ev": 0.37,
  "smiles": "CC1(C)OC(=O)C(=CN[C@H](CCC(N)=O)C(=O)O)C(=O)O1",
  "spin_multiplicity": 1,
  "gap_ha": 0.335,
  "symbols": ["C", "C", "C", "O", "C", "O", "C", "C", "N", "C", "C", "C", "C", "N", "O", "C", "O", "O", "C", "O", "O", "H", "H", "H", "H", "H", "H", "H", "H", "H", "H", "H", "H", "H", "H", "H", "H"],
  "xyz": [[0.527, 4.047, 1.733], [1.451, 3.985, 0.472], [2.606, 5.122, 0.694], [1.000, 3.893, -0.696], [0.596, 2.768, -1.117], [-0.212, 2.951, -2.175], [0.494, 1.640, -0.472], [0.075, 0.357, -0.714], [0.233, -0.732, -0.344], [-0.397, -1.931, -0.445], [-0.855, -2.708, 0.784], [-1.744, -3.871, 0.310], [-2.941, -3.429, -0.015], [-3.862, -4.476, -0.245], [-3.271, -2.364, -0.326], [0.493, -2.796, -1.335], [0.107, -3.946, -1.856], [1.775, -2.378, -1.710], [1.731, 1.590, 0.576], [2.396, 0.390, 1.054], [2.326, 2.716, 0.704], [-0.249, 3.154, 1.590], [0.032, 4.865, 1.409], [0.935, 4.097, 2.616], [3.350, 4.969, 0.057], [2.173, 6.014, 0.291], [3.167, 5.135, 1.508], [-0.908, 0.580, -1.461], [1.087, -0.850, 0.418], [-1.476, -1.725, -1.074], [0.107, -3.225, 1.130], [-1.293, -2.052, 1.443], [-1.457, -4.529, -0.310], [-1.806, -4.588, 1.251], [-3.551, -5.478, -0.576], [-4.860, -4.356, -0.847], [2.217, -2.839, -2.321]],
  "mulliken_charge": [-1.382, 1.130, -1.954, -0.236, 0.708, -0.776, -0.094, -0.259, 0.314, -0.346, -0.761, -1.371, 0.770, -0.581, -0.575, 0.370, -0.646, -0.390, 0.545, -0.795, -0.322, 0.283, 0.487, 0.439, 0.604, 0.435, 0.541, 0.135, 0.438, 0.418, 0.352, 0.409, 0.868, 0.347, 0.260, 0.285, 0.348]
}

2.
{
  "formula": "C12H16N2S2",
  "method": "the ωB97M-V functional and the def2-TZVPD basis",
  "total_energy_ev": -37341.2170,
  "lumo_energy_ev": 0.56,
  "relative_energy_kcal_mol": 279.28,
  "spin_multiplicity": 1,
  "gap_ha": 0.304,
  "symbols": ["C", "C", "N", "C", "C", "N", "C", "S", "C", "H", "H", "S", "C", "C", "C", "C", "C", "C", "H", "H", "H", "H", "H", "H", "H", "H", "H", "H", "H", "H", "H", "H"],
  "xyz": [[4.045, 0.878, 0.396], [3.604, -0.448, 0.120], [2.310, -0.764, 0.579], [1.518, -1.672, 0.644], [0.483, -1.058, 1.042], [0.666, 0.312, 1.526], [1.886, 0.652, 1.210], [2.930, 1.747, 0.978], [-0.798, -1.830, 1.488], [-1.446, -1.181, 2.253], [-0.744, -2.961, 1.950], [-1.798, -1.920, 0.024], [-1.961, 0.107, -0.543], [-1.183, 0.275, -1.507], [-1.602, 1.522, -2.388], [-3.014, 1.411, -2.776], [-3.864, 0.474, -2.091], [-3.442, 0.531, -0.517], [-3.675, 1.347, -0.279], [-4.130, -0.154, 0.177], [-3.551, -0.752, -2.412], [-4.863, 0.490, -1.952], [-3.618, 2.190, -2.846], [-2.946, 0.976, -3.713], [-0.904, 1.599, -3.171], [-1.781, 2.367, -1.590], [-0.084, 0.629, -1.359], [-1.207, -0.668, -2.223], [-1.555, 0.595, 0.632], [1.712, -2.611, 0.400], [4.320, -1.367, -0.216], [5.138, 1.233, -0.001]],
  "mulliken_charge": [-0.148, -0.225, 0.160, -0.262, -0.130, -0.541, 0.360, -0.424, -0.433, 0.239, 0.314, -0.147, -0.099, -0.167, -0.755, -1.054, -0.606, -1.267, 0.812, 0.310, 0.113, 0.623, 0.509, 0.329, 0.516, 0.271, -0.012, 0.224, 0.282, 0.734, 0.217, 0.258]
}

3.
{
  "formula": "C12H16N3OReSSbSe4",
  "method": "the ωB97M-V functional and the def2-TZVPD basis",
  "total_energy_ev": -300093.1503,
  "lumo_energy_ev": [-7.70, -9.13],
  "relative_energy_kcal_mol": 8.31,
  "spin_multiplicity": 4,
  "total_charge": 2,
  "gap_ha": [0.186, 0.164],
  "symbols": ["Re", "C", "N", "C", "C", "N", "C", "S", "C", "C", "C", "C", "C", "N", "H", "H", "H", "H", "H", "H", "H", "H", "H", "Se", "Sb", "Se", "Se", "Se", "C", "C", "C", "O", "H", "H", "H", "H", "H", "H", "H"],
  "xyz": [[-0.186, 0.214, 0.265], [4.908, 0.825, 0.965], [3.965, 1.821, 0.452], [4.303, 2.969, -0.240], [3.165, 3.596, -0.564], [2.111, 2.824, -0.054], [2.637, 1.728, 0.548], [1.827, 0.389, 1.270], [0.754, 3.220, -0.140], [0.501, 4.582, -0.213], [-0.786, 5.031, -0.424], [-1.799, 4.096, -0.563], [-1.484, 2.769, -0.430], [-0.230, 2.301, -0.192], [5.914, 1.214, 0.840], [4.803, -0.106, 0.411], [4.721, 0.644, 2.020], [5.326, 3.227, -0.452], [3.002, 4.490, -1.135], [1.309, 5.285, -0.083], [-0.993, 6.092, -0.474], [-2.823, 4.390, -0.741], [-2.233, 1.996, -0.449], [-5.031, 1.134, -0.208], [-5.079, -0.546, 1.378], [-4.686, -0.262, 3.782], [-5.623, -2.879, 0.854], [-1.822, 0.081, 1.822], [-2.024, -1.648, -2.529], [-0.925, -2.183, -1.635], [-1.431, -3.122, -0.562], [-0.261, -1.063, -1.005], [-2.479, -2.463, -3.092], [-1.629, -0.923, -3.240], [-2.798, -1.169, -1.922], [-0.141, -2.659, -2.226], [-2.162, -2.607, 0.065], [-0.613, -3.474, 0.066], [-1.909, -3.987, -1.021]],
  "lowdin_spin": [0.621, 0.001, 0.008, -0.001, 0.004, 0.002, 0.001, -0.011, 0.012, -0.002, 0.016, -0.002, 0.014, 0.003, 0.000, 0.000, 0.000, 0.000, 0.000, 0.000, 0.001, 0.000, 0.002, 0.093, 0.047, 0.875, 0.923, 0.310, 0.003, 0.004, 0.002, 0.075, 0.000, 0.000, 0.000, 0.000, 0.000, 0.000, 0.000]
}

4.
{
  "formula": "C12H16NS",
  "method": "the ωB97M-V functional and the def2-TZVPD basis",
  "total_energy_ev": -25017.4744,
  "lumo_energy_ev": [-4.07, -3.15],
  "relative_energy_kcal_mol": 139.19,
  "spin_multiplicity": 1,
  "total_charge": 1,
  "gap_ha": [0.280, 0.272],
  "symbols": ["C", "C", "C", "C", "C", "C", "C", "C", "C", "C", "C", "C", "N", "S", "H", "H", "H", "H", "H", "H", "H", "H", "H", "H", "H", "H", "H", "H", "H", "H"],
  "xyz": [[-3.267, 1.182, -0.410], [-2.230, 1.941, -0.015], [-3.276, -0.213, -0.432], [-1.062, 1.338, 0.305], [-2.049, -0.774, -0.280], [-0.905, -0.021, 0.096], [-1.842, -2.337, -0.207], [2.753, -0.022, -1.247], [1.532, -0.029, -2.057], [2.378, 0.654, 0.077], [0.261, -0.750, 0.397], [1.329, 0.082, 2.346], [1.539, -0.264, 0.907], [-0.067, -2.454, 0.149], [-4.253, 1.669, -0.743], [-2.459, 2.893, 0.324], [-4.010, -0.934, -0.805], [-0.111, 1.776, 0.589], [-2.270, -2.860, 0.578], [-2.214, -2.550, -1.163], [3.234, -1.091, -1.138], [3.609, 0.472, -1.634], [0.853, 0.863, -2.261], [1.287, -0.845, -2.714], [3.290, 0.988, 0.642], [1.871, 1.684, -0.297], [1.290, 1.154, 2.422], [0.396, -0.323, 2.677], [2.227, -0.160, 3.003], [2.166, -1.068, 0.890]],
  "mulliken_charge": [-0.194, -1.128, -0.680, -0.248, 0.454, 0.490, -0.823, -0.289, -0.818, -0.565, -0.196, -0.786, 0.303, -0.211, 0.306, 0.426, 0.399, 0.184, 0.438, 0.509, 0.221, 0.383, 0.273, 0.359, 0.454, 0.241, 0.378, 0.358, 0.359, 0.403]
}

5.
{
  "formula": "C12H16O",
  "method": "the ωB97M-V functional and the def2-TZVPD basis",
  "total_energy_ev": -14746.4625,
  "lumo_energy_ev": 0.58,
  "relative_energy_kcal_mol": 108.02,
  "spin_multiplicity": 1,
  "gap_ha": 0.298,
  "symbols": ["C", "C", "C", "C", "C", "C", "C", "C", "C", "C", "C", "C", "O", "H", "H", "H", "H", "H", "H", "H", "H", "H", "H", "H", "H", "H", "H", "H", "H"],
  "xyz": [[-2.874, 2.194, 2.155], [-2.948, 2.296, 0.810], [-1.677, 1.648, 2.715], [-1.912, 1.963, -0.044], [-0.678, 1.186, 1.829], [-0.768, 1.391, 0.451], [0.188, 0.892, -0.481], [0.133, -1.235, -0.741], [1.668, -0.808, -0.428], [-0.135, -1.924, -2.062], [2.656, -0.913, -1.584], [2.060, -1.672, 0.757], [1.464, 0.551, 0.003], [-3.716, 2.454, 2.628], [-3.896, 2.701, 0.255], [-1.711, 1.608, 3.723], [-2.072, 2.084, -1.014], [0.215, 0.639, 2.035], [0.134, 1.209, -1.511], [-0.525, -1.667, 0.067], [0.116, -2.912, -2.022], [0.222, -1.497, -2.908], [-1.190, -1.796, -2.139], [3.794, -0.996, -1.203], [2.455, -0.129, -2.320], [2.530, -1.800, -2.036], [1.392, -1.406, 1.600], [2.936, -1.384, 1.136], [2.140, -2.679, 0.329]],
  "mulliken_charge": [-0.528, -0.268, -0.915, -0.684, -0.212, 0.649, -0.432, -0.021, 1.552, -1.952, -1.610, -1.818, -0.514, 0.514, 0.188, 0.502, 0.512, 0.403, 0.449, 0.381, 0.449, 0.451, 0.510, 0.278, 0.347, 0.486, 0.317, 0.575, 0.390]
}

6.
{
  "formula": "C12H17AuBNO3",
  "method": "the ωB97M-V functional and the def2-TZVPD basis",
  "total_energy_ev": -24723.5705,
  "lumo_energy_ev": 0.10,
  "spin_multiplicity": 1,
  "gap_ha": 0.307,
  "symbols": ["Au", "C", "C", "N", "O", "H", "H", "H", "H", "H", "C", "C", "C", "C", "C", "C", "C", "C", "O", "B", "O", "C", "C", "H", "H", "H", "H", "H", "H", "H", "H", "H", "H", "H", "H"],
  "xyz": [[4.369, -0.125, 1.243], [4.005, 2.661, 3.630], [3.963, 1.416, 4.485], [3.664, 1.615, 5.794], [4.163, 0.297, 4.042], [3.893, 3.569, 4.220], [3.203, 2.606, 2.894], [4.950, 2.692, 3.090], [3.510, 2.527, 6.179], [3.602, 0.813, 6.398], [-3.747, -1.526, -2.460], [-2.616, -0.498, -2.493], [-3.204, 0.878, -2.143], [-2.040, -0.467, -3.917], [-1.497, -0.834, -1.504], [-1.536, -1.962, -0.688], [-0.505, -2.288, 0.194], [0.579, -1.446, 0.230], [1.745, -1.543, 0.940], [2.536, -0.461, 0.553], [1.826, 0.323, -0.365], [0.630, -0.309, -0.569], [-0.388, 0.018, -1.433], [-4.522, -1.241, -3.174], [-4.205, -1.580, -1.471], [-3.387, -2.519, -2.735], [-4.015, 1.139, -2.826], [-2.446, 1.659, -2.204], [-3.597, 0.870, -1.125], [-2.823, -0.232, -4.642], [-1.613, -1.438, -4.175], [-1.254, 0.281, -4.015], [-2.383, -2.632, -0.734], [-0.549, -3.170, 0.819], [-0.308, 0.910, -2.039]],
  "mulliken_charge": [-0.455, -0.855, 0.680, -0.390, -0.581, 0.323, 0.188, 0.239, 0.176, 0.237, -2.166, 2.207, -1.583, -1.577, 0.064, -0.109, -1.477, 0.996, -0.227, 0.174, -0.156, 0.372, -0.873, 0.433, 0.435, 0.435, 0.438, 0.319, 0.370, 0.432, 0.369, 0.325, 0.425, 0.404, 0.410]
}